No. 1
{"formula": "C6H11Br3Cl10", "method": "ωB97M-V with the def2-TZVPD basis set", "fmax_ev_per_a": 2.68, "homo_energy_ha": -0.3827, "species": ["C", "Br", "Br", "Br", "H", "C", "Cl", "Cl", "H", "H", "C", "Cl", "Cl", "H", "H", "C", "Cl", "Cl", "H", "H", "C", "Cl", "Cl", "H", "H", "C", "Cl", "Cl", "H", "H"], "coordinates": [[4.8582, -1.2424, 2.2934], [5.4561, -1.7982, 0.5576], [3.9643, -2.5972, 3.3627], [3.5523, 0.2248, 2.1895], [5.6458, -0.7717, 2.9546], [-2.2980, -0.4910, -2.8173], [-3.0161, 1.1444, -3.3717], [-3.5574, -1.4725, -1.9518], [-1.9451, -1.0542, -3.6593], [-1.5347, -0.1355, -2.1108], [-2.6182, 2.3866, -0.0244], [-1.5844, 2.8753, 1.3977], [-4.0062, 3.3984, -0.1671], [-2.0702, 2.5791, -0.8677], [-3.0952, 1.4147, 0.0948], [-0.9530, -1.0060, 4.2067], [0.7284, -1.3280, 4.7558], [-2.1332, -1.9292, 5.1489], [-1.2313, 0.0191, 4.3950], [-1.1129, -1.4175, 3.2543], [1.3114, -2.0946, -0.3954], [0.0153, -1.1674, 0.3746], [0.9719, -2.4565, -2.1113], [2.1204, -1.4281, -0.3135], [1.3778, -3.1025, 0.1289], [0.2179, 2.4222, -3.4748], [0.4499, 1.1561, -4.7129], [0.4005, 1.8776, -1.8464], [0.8902, 3.2211, -3.6606], [-0.8043, 2.7731, -3.6295]]}

---

No. 2
{"formula": "C3H10N4O2S", "method": "ωB97M-V with the def2-TZVPD basis set", "fmax_ev_per_a": 6.53, "homo_energy_ha": -0.3242, "smiles": "CN(C)S(=O)(=O)N=C(N)N", "species": ["C", "N", "C", "S", "O", "O", "N", "C", "N", "N", "H", "H", "H", "H", "H", "H", "H", "H", "H", "H"], "coordinates": [[0.7927, -1.5477, 1.0799], [0.8731, -0.0892, 1.4742], [2.0473, 0.6945, 1.3789], [-0.4767, 0.6338, 0.9863], [-0.6374, 1.8771, 1.7916], [-1.6460, -0.2953, 1.2722], [-0.0937, 0.8151, -0.6658], [-1.0145, 0.3333, -1.6219], [-0.7037, 0.4609, -2.9024], [-2.2862, -0.0808, -1.1945], [-0.2233, -1.8310, 1.2758], [1.2401, -1.7672, 0.1862], [1.4357, -1.8572, 2.0027], [2.8364, 0.0891, 0.5557], [1.7560, 1.9183, 1.1710], [2.7254, 0.4126, 2.3630], [0.0724, 0.9791, -3.3011], [-1.2549, 0.0412, -3.6329], [-2.3578, -0.7183, -0.3258], [-3.0848, -0.0682, -1.8930]]}

---

No. 3
{"formula": "C3H4O3S", "method": "ωB97M-V with the def2-TZVPD basis set", "fmax_ev_per_a": 2.59, "homo_energy_ha": -0.4030, "species": ["C", "C", "C", "O", "O", "O", "S", "H", "H", "H", "H"], "coordinates": [[0.8342, -0.4929, -0.3656], [-0.1303, -1.2470, -0.5203], [1.6231, 0.5379, 0.2695], [-1.3230, 1.3826, -0.5085], [-1.4977, -0.1038, 1.4993], [-2.8562, -0.5724, -0.5141], [-1.7483, 0.1061, 0.0899], [-0.4719, -1.9323, -1.2643], [1.5309, 1.4674, -0.3812], [2.7352, 0.2795, 0.3696], [1.3042, 0.5750, 1.3257]]}

---

No. 4
{"formula": "C2H9NOS2", "method": "ωB97M-V with the def2-TZVPD basis set", "fmax_ev_per_a": 2.47, "homo_energy_ha": -0.3124, "smiles": "NCCSS.O", "species": ["N", "C", "C", "S", "S", "H", "H", "H", "H", "H", "H", "H", "O", "H", "H"], "coordinates": [[-1.3911, -0.0050, -1.5356], [-0.0931, 0.3214, -0.9065], [-0.2991, 1.3233, 0.2951], [-1.7149, 1.1495, 1.3480], [-1.4797, 0.1303, 3.1361], [-2.0794, 0.4730, -0.9584], [-1.4063, 0.3510, -2.4920], [0.6519, 0.7278, -1.5465], [0.3707, -0.5658, -0.4662], [-0.3168, 2.4186, -0.1113], [0.5466, 1.4108, 0.9176], [-2.5237, -0.6476, 2.9414], [3.1094, -2.0772, 0.0463], [2.6317, -2.5559, -0.6411], [3.9939, -2.4544, -0.0270]]}

---

No. 5
{"formula": "C4H12", "method": "ωB97M-V with the def2-TZVPD basis set", "fmax_ev_per_a": 1.82, "homo_energy_ha": -0.4198, "smiles": "CC.CC", "species": ["C", "C", "H", "H", "H", "H", "H", "H", "C", "C", "H", "H", "H", "H", "H", "H"], "coordinates": [[1.4885, 1.9237, -1.3086], [0.2628, 2.1200, -0.4176], [2.0863, 2.7941, -1.5910], [2.1807, 1.2378, -0.8164], [1.2119, 1.4939, -2.2716], [0.5148, 2.8016, 0.4080], [-0.0443, 1.1591, -0.0251], [-0.5006, 2.7217, -0.9016], [-1.0678, -1.7936, 1.5554], [-0.6735, -2.2012, 0.1263], [-0.9208, -2.6046, 2.2715], [-0.6748, -0.8658, 1.9617], [-2.1623, -1.7109, 1.5624], [0.1472, -2.9266, 0.0785], [-1.5077, -2.8166, -0.2051], [-0.3404, -1.3325, -0.4268]]}

---

No. 6
{"formula": "C23H26N5O5OsS2", "method": "ωB97M-V with the def2-TZVPD basis set", "fmax_ev_per_a": 0.73, "homo_energy_ha": [-0.6396, -0.6396], "charge": 3, "species": ["Os", "C", "C", "C", "C", "N", "C", "S", "N", "C", "H", "H", "H", "H", "H", "H", "H", "H", "C", "C", "C", "O", "C", "H", "H", "H", "H", "H", "H", "H", "H", "O", "S", "O", "N", "C", "O", "C", "C", "C", "C", "C", "C", "H", "H", "H", "H", "N", "C", "O", "C", "C", "C", "C", "N", "C", "H", "H", "H", "H", "H", "H"], "coordinates": [[-0.0292, -0.2599, -0.3715], [5.6635, -1.2873, -2.6123], [4.3861, -1.2647, -1.8607], [4.2377, -1.5693, -0.5232], [2.9939, -1.4922, 0.1032], [1.9185, -1.1315, -0.6278], [2.0643, -0.8364, -1.9316], [0.5473, -0.2865, -2.5944], [3.2556, -0.9030, -2.5324], [2.8298, -1.7855, 1.5482], [6.4624, -1.6989, -2.0025], [5.9346, -0.2683, -2.9028], [5.5655, -1.8847, -3.5211], [5.1019, -1.8735, 0.0498], [3.3212, -0.6380, -3.5128], [3.5599, -2.5286, 1.8636], [1.8252, -2.1382, 1.7729], [3.0308, -0.8726, 2.1191], [-2.1334, -0.1523, 3.2047], [-1.0269, 0.9182, 3.1682], [0.1881, 0.1412, 2.7305], [-0.3683, -0.7619, 1.6781], [-1.6053, -1.2896, 2.3314], [-3.0843, 0.2250, 2.8346], [-2.2879, -0.5136, 4.2194], [-0.8661, 1.3862, 4.1379], [-1.2566, 1.7078, 2.4510], [0.5681, -0.5226, 3.5085], [1.0002, 0.7108, 2.2880], [-1.2595, -2.1535, 2.8968], [-2.2841, -1.6099, 1.5559], [2.6682, 2.4652, 1.0655], [1.9837, 2.5753, -0.1752], [2.6480, 2.2839, -1.4066], [0.6602, 1.5234, -0.1065], [-0.5631, 2.1701, -0.2739], [-1.5093, 1.3568, -0.3871], [-0.4553, 3.5967, -0.3220], [-1.4601, 4.5554, -0.4222], [-1.0815, 5.8890, -0.4372], [0.2619, 6.2529, -0.3640], [1.2843, 5.3001, -0.2724], [0.9035, 3.9837, -0.2585], [-2.5011, 4.2658, -0.4715], [-1.8371, 6.6592, -0.5067], [0.5264, 7.3022, -0.3805], [2.3218, 5.6016, -0.2194], [-6.1242, -2.5923, -0.8790], [-5.0436, -1.9972, -0.3650], [-5.0573, -1.1273, 0.4859], [-3.6788, -2.4600, -0.8495], [-3.3316, -3.7208, -1.3116], [-1.9883, -4.0108, -1.5484], [-1.0394, -3.0475, -1.3022], [-1.3738, -1.8223, -0.8413], [-2.6704, -1.5349, -0.6536], [-7.0322, -2.3190, -0.5321], [-6.0857, -3.2489, -1.6387], [-4.0798, -4.4889, -1.4620], [-1.6815, -4.9857, -1.8994], [0.0147, -3.2396, -1.4519], [-2.9318, -0.5528, -0.2814]]}

---

No. 7
{"formula": "C4H5F3O", "method": "ωB97M-V with the def2-TZVPD basis set", "fmax_ev_per_a": 4.83, "homo_energy_ha": -0.3953, "species": ["C", "C", "C", "C", "O", "F", "F", "F", "H", "H", "H", "H", "H"], "coordinates": [[1.2107, -0.6223, 0.4746], [-0.1005, -0.8894, 0.1930], [-1.1386, 0.2335, 0.4951], [-2.5879, -0.0493, -0.0156], [-0.9501, 1.2089, 1.1764], [-2.5645, -0.9200, -1.0007], [-3.2312, 0.9605, -0.5242], [-3.2113, -0.5727, 1.0404], [2.0106, -1.2135, 0.1784], [1.4704, 0.3105, 0.8323], [-0.3328, -1.8584, -0.3181], [1.1854, 2.4862, -0.1175], [2.0755, 3.0848, -0.2052]]}

---

No. 8
{"formula": "C3H16O4S", "method": "ωB97M-V with the def2-TZVPD basis set", "fmax_ev_per_a": 3.08, "homo_energy_ha": -0.3353, "smiles": "CCCS.O.O.O.O", "species": ["C", "C", "C", "S", "H", "H", "H", "H", "H", "H", "H", "H", "O", "H", "H", "O", "H", "H", "O", "H", "H", "O", "H", "H"], "coordinates": [[1.2015, -2.2013, -0.6979], [-0.1855, -1.5666, -0.5206], [-0.4498, -0.5807, 0.6599], [-1.5774, 0.7011, 0.1178], [1.5148, -2.7943, 0.1287], [1.1306, -2.7820, -1.5750], [1.9206, -1.3742, -0.9858], [-0.8567, -2.4236, -0.2757], [-0.5447, -1.1388, -1.4740], [-0.8312, -0.9732, 1.6416], [0.5495, -0.1535, 0.8109], [-1.1416, 1.5822, 1.0862], [-0.2297, 2.8192, -3.3607], [-0.4306, 3.6995, -3.0544], [-0.0083, 2.4457, -2.4958], [0.3503, 1.3338, -6.3396], [0.4239, 1.7384, -5.4757], [1.3083, 1.3807, -6.5509], [1.7051, -3.1092, 5.0123], [2.6074, -3.4315, 4.8956], [1.6403, -2.1972, 5.3230], [0.0408, 1.2031, 4.6443], [0.5273, 1.7873, 5.2432], [-0.6273, 1.8354, 4.3131]]}

---

In the order shown, the computed molar mass values come out to 677.4, 166.2, 120.1, 127.2, 60.1, 706.9, 126.1, 148.2 g mol⁻¹.